1.
{"formula": "C29H48Cl2N3O4SiSrTe", "method": "ωB97M-V/def2-TZVPD", "symbols": ["C", "C", "H", "H", "H", "C", "C", "H", "H", "H", "H", "Sr", "Cl", "C", "O", "N", "C", "C", "H", "H", "H", "H", "H", "H", "H", "H", "H", "C", "C", "N", "H", "C", "O", "H", "H", "H", "H", "H", "H", "C", "C", "N", "H", "C", "O", "H", "H", "H", "H", "O", "C", "C", "C", "H", "C", "H", "C", "H", "C", "C", "H", "H", "H", "Si", "Cl", "C", "C", "C", "H", "H", "H", "H", "H", "H", "H", "H", "H", "Te", "C", "C", "C", "C", "C", "C", "H", "H", "H", "H", "H"], "positions_angstrom": [[1.922, 5.033, -1.418], [2.510, 4.431, -2.668], [2.399, 5.993, -1.167], [2.040, 4.346, -0.581], [0.841, 5.209, -1.524], [3.614, 4.921, -3.261], [4.426, 6.065, -2.735], [3.946, 4.538, -4.230], [4.789, 5.879, -1.712], [3.858, 7.009, -2.711], [5.297, 6.231, -3.384], [-1.183, -1.128, 1.298], [-2.499, 0.619, -0.506], [-1.912, -2.689, -1.583], [-1.136, -2.782, -0.593], [-1.735, -3.274, -2.773], [-0.589, -4.143, -3.046], [-2.371, -2.687, -3.947], [-2.823, -2.068, -1.513], [-0.386, -4.759, -2.171], [0.306, -3.553, -3.297], [-0.862, -4.769, -3.905], [-3.302, -2.197, -3.651], [-2.585, -3.473, -4.678], [-1.726, -1.935, -4.428], [-2.891, -5.873, 3.430], [-4.794, -4.566, 5.415], [-2.204, -5.363, 4.120], [-3.768, -4.410, 5.793], [-2.823, -4.175, 4.704], [-1.278, -5.101, 3.609], [-2.702, -2.969, 4.149], [-1.982, -2.721, 3.144], [-3.767, -3.559, 6.488], [-3.287, -2.172, 4.645], [-2.006, -6.053, 4.945], [-3.451, -5.323, 6.314], [2.183, 1.972, 5.426], [3.060, 1.590, 2.282], [2.660, 0.995, 5.270], [3.303, 0.695, 2.872], [2.354, 0.449, 3.954], [2.276, 0.303, 6.029], [1.186, -0.167, 3.750], [0.776, -0.547, 2.639], [3.351, -0.167, 2.185], [0.603, -0.325, 4.672], [3.743, 1.102, 5.352], [4.272, 0.851, 3.349], [1.170, 2.385, -2.348], [1.627, 3.357, -3.294], [3.440, 2.247, -4.739], [2.146, 2.748, -4.578], [4.127, 2.253, -3.883], [3.830, 1.806, -6.013], [0.691, 3.896, -3.502], [1.244, 2.778, -5.638], [4.835, 1.415, -6.132], [2.948, 1.860, -7.086], [1.664, 2.376, -6.901], [0.234, 3.158, -5.457], [3.257, 1.502, -8.065], [0.969, 2.434, -7.731], [1.809, 0.889, -1.797], [2.830, 2.059, -0.287], [3.499, 0.103, -2.142], [0.873, -0.140, -3.277], [0.997, 0.008, -0.338], [3.838, 0.258, -3.171], [3.434, -0.971, -1.911], [4.217, 0.567, -1.443], [1.603, 0.089, 0.573], [0.827, -1.060, -0.533], [0.055, 0.558, -0.180], [1.168, 0.195, -4.287], [-0.225, -0.035, -3.276], [1.045, -1.229, -3.296], [-4.123, 0.419, 1.911], [-4.905, -0.470, 3.614], [-4.594, 0.133, 4.855], [-5.207, -0.361, 6.011], [-6.070, -1.460, 5.934], [-6.420, -2.016, 4.697], [-5.826, -1.542, 3.523], [-3.909, 0.984, 4.852], [-5.017, 0.125, 6.970], [-6.494, -1.875, 6.846], [-7.177, -2.798, 4.643], [-6.060, -1.932, 2.527]], "charge": -1, "lumo_ev": 1.9, "gap_ev": 5.11, "homo_ev": -3.2}


2.
{"formula": "C3H4LiO3Y", "method": "ωB97M-V/def2-TZVPD", "symbols": ["O", "C", "C", "Y", "Li", "H", "H", "H", "H", "O", "C", "O"], "positions_angstrom": [[-0.024, 0.089, 0.376], [0.272, 0.892, -0.542], [-0.097, 2.269, -0.857], [0.225, 0.609, 2.859], [-1.073, -1.763, 0.078], [0.852, 0.406, -1.346], [-1.007, 2.310, -0.150], [0.166, 2.476, -1.906], [0.623, 2.927, -0.343], [0.042, -0.808, -3.546], [0.130, -1.537, -2.636], [-0.168, -2.075, -1.638]], "charge": 3, "s2": 0.75, "lumo_ev": [-14.2, -14.1], "multiplicity": 2, "gap_ev": [6.57, 9.20], "homo_ev": [-20.8, -23.3]}


3.
{"formula": "C9H9NO2", "method": "ωB97M-V/def2-TZVPD", "symbols": ["C", "C", "O", "O", "C", "C", "N", "C", "C", "C", "C", "C", "H", "H", "H", "H", "H", "H", "H", "H", "H"], "positions_angstrom": [[3.360, -0.514, 0.140], [1.934, -0.069, -0.041], [1.652, 1.110, 0.127], [1.176, -1.104, -0.165], [-0.246, -0.868, -0.065], [-0.953, -2.203, 0.135], [-1.362, -3.276, 0.226], [-0.767, -0.129, -1.252], [-1.702, 0.782, -1.264], [-2.259, 1.477, -0.040], [-1.576, 0.841, 1.138], [-0.566, -0.024, 1.085], [3.632, -1.463, -0.272], [3.752, -0.498, 1.142], [3.847, 0.220, -0.464], [-0.544, -0.542, -2.173], [-2.166, 1.091, -2.211], [-2.189, 2.649, -0.247], [-3.380, 1.385, 0.073], [-1.667, 1.312, 2.176], [0.020, -0.175, 1.953]], "lumo_ev": 0.7, "gap_ev": 10.36, "homo_ev": -9.7}


4.
{"formula": "C4H11N2O", "method": "ωB97M-V/def2-TZVPD", "symbols": ["N", "C", "C", "N", "C", "C", "O", "H", "H", "H", "H", "H", "H", "H", "H", "H", "H", "H"], "positions_angstrom": [[0.152, 0.509, -2.819], [-0.870, 0.061, -1.871], [-0.510, -1.011, -0.886], [0.729, -0.716, -0.183], [0.805, 0.412, 0.767], [-0.191, 0.117, 2.033], [-0.020, 0.810, 3.131], [0.680, 1.277, -2.433], [0.813, -0.248, -2.958], [-1.763, -0.114, -2.491], [-1.221, 0.952, -1.313], [-1.333, -1.121, -0.161], [-0.357, -1.999, -1.353], [0.957, -1.461, 0.469], [1.806, 0.542, 1.163], [0.336, 1.341, 0.402], [-0.127, -1.021, 2.178], [-1.194, 0.268, 1.500]], "charge": -1, "lumo_ev": 4.0, "gap_ev": 6.23, "homo_ev": -2.2}


Calculated total energy, -3107.869198, -387.076258, -553.498021, -343.709787 a.u. (same order as the records).